ORCA calculation (ωB97M-V/def2-TZVPD) on the molecule C9H10NOP in a non-equilibrium geometry.

Output
**HOMO-LUMO gap**: 8.37 eV
**HOMO level**: -0.2834 Eh
**Energy above the lowest of the compared OMol25 structures with the same formula, charge and spin**: 0.0 kJ/mol
**Maximum force**: 3.64 eV Å⁻¹
**DFT total energy**: -820.29041 a.u.

Each line ends with the Löwdin charge.
CARTESIAN COORDINATES (ANGSTROEM)
C1 -1.79 0.64 -2.37  -0.1053
C2 -0.51 0.46 -2.86  -0.0992
C3 0.51 -0.01 -2.05  -0.0365
C4 0.23 -0.29 -0.73  -0.2915
C5 -1.06 -0.06 -0.21  -0.1748
C6 -2.08 0.37 -1.03  -0.0388
C7 -1.08 -0.43 1.24  -0.0731
C8 0.41 -0.68 1.53  -0.3377
C9 1.08 0.53 2.20  -0.2145
O1 2.45 0.61 1.83  -0.4609
P1 2.94 -0.20 0.50  1.0036
N1 1.04 -0.88 0.22  -0.1229
H1 -2.57 0.97 -3.03  0.0948
H2 -0.30 0.69 -3.89  0.0989
H3 1.51 -0.15 -2.44  0.0976
H4 -3.08 0.50 -0.64  0.1109
H5 -1.49 0.35 1.88  0.1185
H6 -1.66 -1.35 1.39  0.1230
H7 0.59 -1.57 2.14  0.1383
H8 0.59 1.46 1.88  0.1243
H9 1.03 0.46 3.30  0.1256
H10 3.23 -1.44 1.13  -0.0801


ORCA calculation (ωB97M-V/def2-TZVPD) on the molecule C6H10FNO in a non-equilibrium geometry.

Output
**HOMO-LUMO gap (alpha / beta)**: 7.35 / 7.35 eV
**HOMO level (alpha / beta)**: -0.3309 / -0.3310 Eh
**Energy above the lowest of the compared OMol25 structures with the same formula, charge and spin**: 0.0 kJ/mol
**Maximum force**: 2.87 eV Å⁻¹
**DFT total energy**: -464.40616 a.u.

Each line ends with the Löwdin charge.
CARTESIAN COORDINATES (ANGSTROEM)
C1 -0.48 -2.35 -0.35  -0.5956
C2 -0.64 -0.12 0.63  -0.3995
C3 0.20 0.61 -0.38  -0.1218
C4 -0.50 0.36 2.07  -0.0512
C5 1.58 0.99 -0.06  -0.0164
C6 -0.24 0.69 -1.78  -0.0242
N1 -0.07 -1.48 0.53  0.1488
O1 -0.18 -3.49 -0.47  0.1043
F1 -1.43 -1.84 -1.31  -0.0383
H1 -1.70 -0.12 0.33  0.1403
H2 0.35 -0.12 2.55  0.0785
H3 -1.39 0.09 2.63  0.0789
H4 -0.38 1.44 2.11  0.0784
H5 1.78 0.96 1.01  0.0848
H6 1.80 1.98 -0.46  0.1038
H7 2.27 0.30 -0.55  0.1167
H8 -1.31 0.57 -1.90  0.0911
H9 0.24 -0.10 -2.37  0.1206
H10 0.09 1.63 -2.22  0.1005


ORCA calculation (ωB97M-V/def2-TZVPD) on the molecule C14H16N4O5 in a non-equilibrium geometry.

Output
**HOMO-LUMO gap**: 9.23 eV
**HOMO level**: -0.3203 Eh
**Energy above the lowest of the compared OMol25 structures with the same formula, charge and spin**: 3.0 kJ/mol
**Maximum force**: 1.38 eV Å⁻¹
**DFT total energy**: -1138.29822 a.u.

Each line ends with the Löwdin charge.
CARTESIAN COORDINATES (ANGSTROEM)
C1 -1.78 4.04 1.14  -0.0594
C2 -0.82 2.97 0.64  -0.2103
O1 -0.25 3.31 -0.63  -0.0107
C3 -1.00 3.08 -1.70  -0.5221
O2 -2.16 2.78 -1.69  0.1158
C4 -0.22 3.36 -2.99  -0.0608
O3 1.14 2.98 -2.91  0.0070
C5 1.36 1.77 -2.38  -0.3268
C6 2.68 1.31 -2.22  0.0509
C7 2.84 0.11 -1.59  0.0473
C8 1.67 -0.56 -1.17  -0.3085
O4 1.81 -1.76 -0.55  0.0957
C9 0.87 -2.16 0.32  -0.3767
N1 0.16 -1.26 0.96  0.1828
C10 -0.74 -1.70 1.84  -0.3061
C11 -1.56 -0.66 2.52  -0.0246
C12 -0.90 -3.05 2.09  0.0602
C13 -0.06 -3.92 1.38  -0.3370
O5 -0.16 -5.23 1.59  -0.0418
C14 0.70 -6.06 0.84  -0.0689
N2 0.82 -3.48 0.49  0.2243
N3 0.47 -0.10 -1.42  0.1328
N4 0.32 1.05 -2.01  0.1087
H1 -1.27 5.00 1.20  0.0779
H2 -2.14 3.77 2.13  0.0752
H3 -2.63 4.13 0.47  0.0730
H4 0.03 2.85 1.31  0.1243
H5 -1.34 2.01 0.53  0.1159
H6 -0.22 4.43 -3.20  0.1428
H7 -0.73 2.82 -3.80  0.1408
H8 3.51 1.91 -2.57  0.1222
H9 3.81 -0.34 -1.41  0.1220
H10 -2.33 -0.30 1.83  0.0882
H11 -0.94 0.19 2.78  0.0774
H12 -2.04 -1.05 3.41  0.0766
H13 -1.62 -3.44 2.79  0.1185
H14 0.52 -5.93 -0.23  0.0915
H15 0.47 -7.08 1.14  0.0911
H16 1.74 -5.82 1.05  0.0909